DFT (the ωB97M-V functional and the def2-TZVPD basis) results for the molecule C7H10N3OP in a non-equilibrium geometry.

The total energy is -853.4937 Eh. As for the largest force on an atom: 3.4 eV Å⁻¹.

Atoms and positions in Å:
P: -0.66209 -2.75049 -0.20222
O: -1.71607 -2.92009 0.80982
N: 3.50442 -0.21618 0.16813
N: 3.35351 -1.36510 0.82774
N: 1.39706 -0.85691 0.06065
C: -0.38087 1.50558 1.05652
C: -0.02678 -0.85744 -0.05660
C: 2.09250 -1.70399 0.89731
C: 2.33087 0.04962 -0.27213
C: -0.65866 -0.01093 1.23658
C: -0.62486 -0.45618 -1.33678
C: -0.37076 -1.08454 -2.50431
H: -1.01135 -0.81918 -3.37578
H: -0.91379 1.85437 0.21883
H: -1.77508 -0.12881 1.36623
H: -0.19860 -0.32460 2.18600
H: 1.65448 -2.55063 1.35266
H: 0.67480 1.83189 0.89992
H: -0.76335 2.35323 1.88717
H: -1.21338 0.45400 -1.30096
H: 2.18732 1.00561 -0.77285
H: 0.49799 -1.72713 -2.78139


DFT (the ωB97M-V functional and the def2-TZVPD basis) results for a structure of composition C25H18AsBr2F6MnN2O10 in a non-equilibrium geometry.

The total energy is -10959.7282 Eh. As for the spin multiplicity: 5. Its net charge is -2. As for the largest force on an atom: 1.3 eV Å⁻¹.

Atoms and positions in Å:
Br: -4.92759 3.29535 -4.68992
Br: -4.36986 -1.68814 -2.10029
As: -1.56582 3.30293 1.41901
Mn: -0.21986 -0.27144 -0.27088
F: -3.22382 3.03263 0.97013
F: 0.10370 3.51155 1.83173
F: -1.87338 2.55916 2.96657
F: -1.96574 4.85771 2.13249
F: -1.16103 1.70703 0.74072
F: -1.31008 4.09173 -0.10208
O: 5.82237 -4.74147 1.14121
O: 0.56296 -4.23860 0.87803
O: 2.99993 0.57503 -2.82546
O: -1.70031 -0.49383 -1.30049
O: 1.30141 -0.32149 -1.68521
O: -0.15362 -2.36816 -0.11145
O: 2.29303 -1.19577 2.65928
O: -1.82731 -0.74413 1.59032
O: 7.42330 -3.68964 0.17925
O: 0.99849 -0.23006 1.12806
N: -0.75992 1.97741 -1.67366
N: 6.23312 -3.84215 0.42860
C: -2.05273 3.82496 -3.30420
C: -2.97188 -2.05430 3.11316
C: -0.21492 3.15242 -1.89412
C: -4.40961 0.90682 -3.28430
C: -3.90436 2.14288 -3.56669
C: -0.84145 4.09593 -2.74224
C: -2.65602 2.57306 -3.06959
C: 1.20103 -0.96488 2.18029
C: -1.93034 1.66849 -2.25871
C: 2.52685 -0.21691 -2.00513
C: 5.28356 -2.92428 -0.15870
C: 3.92211 -3.09268 0.06568
C: 3.48896 -1.18864 -1.33781
C: -1.20116 -0.47589 2.85089
C: 4.85798 -1.01658 -1.53241
C: -2.41795 0.34377 -1.98859
C: 1.08772 3.46385 -1.24792
C: -2.11776 -2.12133 1.83646
C: -3.66881 0.02381 -2.49386
C: -0.02678 -3.16288 0.88580
C: -0.73996 -2.71668 2.17972
C: 3.02750 -2.23346 -0.54595
C: 5.75959 -1.88966 -0.96260
C: -2.29178 -0.87802 3.85589
C: -0.05986 -1.50534 2.88836
H: -0.35686 5.04863 -2.90824
H: -5.37372 0.59995 -3.66250
H: 1.32535 4.52415 -1.32806
H: -2.97778 -0.04535 4.00578
H: 0.24865 -1.75191 3.90258
H: -0.80856 -3.58416 2.83374
H: -2.55803 4.55708 -3.91949
H: 1.86551 2.87988 -1.74473
H: -2.60380 -2.56389 0.97060
H: -4.00939 -1.82585 2.86777
H: -2.94143 -2.99180 3.66871
H: 1.06624 3.16168 -0.19971
H: 5.18883 -0.19397 -2.15026
H: 6.82250 -1.79296 -1.12434
H: -0.88372 0.55861 2.91957
H: 1.96148 -2.36380 -0.42078
H: 3.57143 -3.89167 0.70228
H: -1.86659 -1.16474 4.81767


DFT (the ωB97M-V functional and the def2-TZVPD basis) results for the molecule C5H8O.

The total energy is -270.5501 Eh. As for the largest force on an atom: 0.5 eV Å⁻¹.

Atoms and positions in Å:
O: -0.33677 2.14978 1.16518
C: 1.01445 0.77877 -0.32983
C: -0.46603 -1.08807 -0.22000
C: -1.30585 0.17576 0.09040
C: -0.24636 1.24049 0.37636
C: 0.96702 -0.67630 0.17862
H: -1.89613 0.49420 -0.77190
H: 0.85083 0.77849 -1.42012
H: -1.99251 0.07263 0.93185
H: 1.90165 1.36360 -0.08028
H: 1.75739 -1.32791 -0.20529
H: -0.47506 -1.31622 -1.29355
H: 1.05169 -0.66648 1.27565
H: -0.82431 -1.97874 0.30292


DFT (the ωB97M-V functional and the def2-TZVPD basis) results for the molecule C3H8S in a non-equilibrium geometry.

The total energy is -517.2358 Eh. As for the largest force on an atom: 4.0 eV Å⁻¹.

Atoms and positions in Å:
S: -1.19684 -0.91604 -0.10137
C: -0.63328 0.72889 -0.75737
C: 0.90682 0.76711 -1.05844
C: -0.22666 -1.16095 1.41446
H: 0.55866 -1.99124 1.38988
H: -1.27473 1.00245 -1.58767
H: 1.23895 1.69072 -1.50060
H: -1.12579 1.37575 0.07377
H: 1.31413 0.40393 -0.18607
H: -0.92927 -1.74130 2.20124
H: 1.13408 0.16156 -1.84367
H: 0.23394 -0.32087 1.95584


DFT (the ωB97M-V functional and the def2-TZVPD basis) results for the molecule C20H19FN4O3 in a non-equilibrium geometry.

The total energy is -1317.9871 Eh. As for the largest force on an atom: 5.8 eV Å⁻¹.

Atoms and positions in Å:
F: -1.66774 -7.62314 1.97666
O: 0.56581 2.76715 -2.85649
O: -0.14156 -1.19660 1.89068
O: 2.57150 -3.07112 2.78052
N: -0.70886 5.01767 1.42105
N: 1.71241 -1.31190 0.60529
N: -2.05199 2.77373 -1.91327
N: -0.73298 3.76555 1.05756
C: 0.62758 2.10119 -0.47882
C: 0.24658 5.47506 0.66338
C: -1.70374 2.76288 1.63082
C: 1.71498 -0.41916 -1.46288
C: 1.02666 1.12451 0.38574
C: 1.38735 -2.92705 2.39120
C: 1.22680 -5.41559 2.41779
C: 0.19123 3.42710 0.08201
C: -0.64111 -4.20879 1.39932
C: -0.48942 2.38932 -3.83745
C: 1.46416 -0.19069 -0.14451
C: -0.86275 -6.56790 1.85043
C: 0.78820 1.84036 -1.87626
C: -1.72244 1.86789 -3.04577
C: 1.04330 -1.58619 1.77368
C: 1.29436 0.61095 -2.27323
C: 0.91283 4.53563 -0.12267
C: -1.35927 -5.42495 1.35158
C: 0.66442 -4.15726 2.01534
C: 0.43728 -6.56278 2.34249
H: -1.21884 -3.37438 1.05950
H: -0.63648 3.21608 -4.57832
H: -2.21748 2.10950 0.93045
H: -0.31730 1.59076 -4.50070
H: 2.23645 -5.54276 2.71902
H: -1.37989 2.24718 2.54636
H: -1.24106 2.95525 -1.37001
H: 0.53398 6.58580 0.72470
H: -2.31752 -5.39261 0.89343
H: 2.52598 -1.83431 0.35551
H: 1.00174 1.38892 1.47720
H: -2.53422 3.38200 2.04274
H: 1.69925 4.71949 -0.82442
H: -1.40587 0.87013 -2.53792
H: 2.02925 -1.22093 -2.07001
H: 1.31516 0.57750 -3.38783
H: -2.55283 1.68868 -3.78479
H: 1.12970 -7.37942 2.53919
H: -2.44364 3.61725 -2.25828


DFT (the ωB97M-V functional and the def2-TZVPD basis) results for a cluster of 2 separate species, C3H12N3O in total.

The total energy is -360.7733 Eh. Its net charge is +1. As for the largest force on an atom: 0.6 eV Å⁻¹.

Atoms and positions in Å:
O: -1.55716 -0.42980 0.83698
N: 2.22067 -0.58800 0.39178
N: -1.35566 0.27484 -1.39306
N: 0.75886 -1.32471 2.02950
C: 1.95457 -1.17801 1.54655
C: -0.82371 1.30450 -2.27918
C: -1.35853 0.69343 -0.01610
H: -2.49672 -0.64065 0.84120
H: 1.57014 0.05773 -0.03438
H: -0.41624 1.15790 0.32344
H: -0.97134 1.01799 -3.31335
H: 0.64963 -1.83403 2.89240
H: -2.14875 1.42704 0.14504
H: 0.24538 1.50048 -2.11295
H: -0.07916 -1.03572 1.49859
H: -0.82139 -0.57977 -1.49427
H: 3.18865 -0.50265 0.12478
H: 2.78974 -1.56174 2.11452
H: -1.34899 2.24115 -2.10148


DFT (the ωB97M-V functional and the def2-TZVPD basis) results for a structure of composition C8H26BaO8 in a non-equilibrium geometry.

The total energy is -947.3402 Eh. Its net charge is +2. As for the largest force on an atom: 1.8 eV Å⁻¹.

Atoms and positions in Å:
Ba: -0.18376 0.66282 -0.54679
O: 0.06480 -1.84344 -1.79381
O: -2.42252 2.00568 0.48275
O: -1.96641 -1.00370 0.40849
O: 0.95965 -2.83764 -3.60967
O: 0.63876 -4.03368 -1.87965
O: 1.60423 -1.07521 1.07065
O: -0.22800 3.47651 -1.26488
O: 0.78570 1.96295 1.60574
C: 2.19914 2.17846 1.54574
C: 0.54948 -2.81091 -2.36075
C: 0.16196 -4.29527 -0.56785
C: 2.70917 -1.92154 0.68481
C: 0.77392 -1.65962 -4.41821
C: -1.97595 -1.47455 1.76539
C: -0.45053 4.53951 -0.33295
C: -2.56153 2.26118 1.90962
H: -0.84737 3.67173 -1.98249
H: -0.27557 -1.36971 -4.45612
H: 1.09583 -1.99163 -5.40032
H: -1.29805 4.37163 0.33799
H: 0.26858 -3.51096 0.18210
H: -2.81110 -1.14350 2.38077
H: -1.04939 -1.07284 2.18033
H: 3.46100 -1.37254 0.11786
H: 2.41102 3.23224 1.73723
H: 2.71985 1.66138 2.35435
H: -3.49394 1.79696 2.24230
H: 2.35044 -2.77467 0.11316
H: 2.67815 1.91460 0.60417
H: 1.82169 -0.81987 1.97454
H: -0.90154 -4.54605 -0.52953
H: -1.89801 -2.55960 1.82536
H: 1.39515 -0.85412 -4.02804
H: -2.74050 3.32929 2.05207
H: -2.65575 -1.47336 -0.07933
H: 0.70142 -5.18521 -0.25204
H: 0.35673 2.54697 2.23747
H: 0.41314 4.59255 0.32946
H: -3.21666 2.40598 0.10975
H: -1.72241 1.86860 2.47101
H: 3.18424 -2.36903 1.55939
H: -0.60506 5.51960 -0.78004


DFT (the ωB97M-V functional and the def2-TZVPD basis) results for a structure of composition C19H20Br12F3NO4 in a non-equilibrium geometry.

The total energy is -32279.4802 Eh. As for the largest force on an atom: 1.3 eV Å⁻¹.

Atoms and positions in Å:
Br: 0.17178 4.56819 -6.91185
Br: 2.37935 -2.71893 3.98751
Br: 5.51644 -2.17547 4.21119
Br: -6.49342 -2.73060 2.43238
Br: -0.36782 0.72262 3.08158
Br: -4.79986 -4.12983 0.12932
Br: 0.11577 6.28309 -4.22640
Br: -1.67742 3.67049 -4.48294
Br: -7.96846 -4.41467 0.16722
Br: 1.79373 2.85706 4.02716
Br: -1.03989 2.73099 5.47564
Br: 3.42594 -0.06449 5.36440
F: 0.20942 2.81231 -1.95107
F: 0.15810 4.17721 -0.27608
F: 0.50305 2.07564 0.06088
O: 0.65798 -4.13562 0.06945
O: 3.22899 -0.82028 -2.16114
O: -2.01893 2.64245 0.87956
O: -2.90733 -2.47192 2.35749
N: -0.92812 -3.47218 1.61016
C: -2.30660 -0.39260 0.11594
C: -1.79678 0.30544 -0.96501
C: -0.20690 2.94470 -0.68292
C: -6.37436 -4.22631 1.23054
C: 1.07720 -1.89372 -2.15024
C: -2.37384 1.65569 -1.35298
C: -0.60944 -2.06468 -0.25258
C: 2.37916 -1.63189 -1.37335
C: -1.69054 -1.57707 0.46332
C: -0.08094 2.47990 3.83008
C: -1.72040 2.77352 -0.48702
C: 3.79228 -1.92330 5.02485
C: -0.11528 -1.39191 -1.35691
C: -0.03293 4.52980 -5.00064
C: -0.72488 -0.19554 -1.70610
C: -1.98836 -2.50929 1.59655
C: -0.16216 -3.33162 0.40885
C: 4.39953 -0.42030 -1.43425
C: 4.32534 1.06541 -1.12038
H: 5.12675 1.32856 -0.42617
H: 3.38448 1.27731 -0.60879
H: 2.14117 -1.08315 -0.45307
H: 2.84914 -2.58349 -1.10856
H: -1.51002 1.94213 1.33638
H: -2.16710 3.71813 -0.80245
H: 5.26768 -0.67918 -2.04156
H: -0.40752 -3.33184 2.47277
H: -6.28596 -5.11733 1.83457
H: -0.36702 0.38275 -2.54764
H: 4.39187 1.66286 -2.02734
H: -3.15092 -0.04276 0.69844
H: -2.19182 1.84892 -2.40659
H: 0.93560 -2.95729 -2.33588
H: 4.45134 -0.97442 -0.49355
H: 1.11135 -1.34523 -3.08933
H: 0.77503 3.93341 -4.60132
H: 3.81178 -2.43741 5.97481
H: -0.47852 3.18442 3.11140
H: -3.43668 1.67134 -1.11830


DFT (the ωB97M-V functional and the def2-TZVPD basis) results for a structure of composition C35H32BrCsN16O3S2.

The total energy is -5845.4341 Eh. As for the largest force on an atom: 0.1 eV Å⁻¹.

Atoms and positions in Å:
Cs: -0.56095 -0.14961 -0.50562
Br: -3.88897 1.02375 -2.65655
S: -3.69472 3.73701 0.11575
S: 5.12286 -4.34925 4.34070
O: 5.47279 -4.28232 2.92421
O: 3.77187 -4.81343 4.58884
O: 6.14688 -4.87899 5.20361
N: 3.94824 -1.95065 4.26514
N: -3.07807 -1.92928 -0.89895
N: -0.78162 -0.80086 -4.44612
N: 2.00738 -1.78715 -0.53606
N: -1.39875 2.18877 -2.62216
N: 2.21595 -3.88902 -5.98530
N: -1.04580 6.34978 -1.06550
N: -3.20857 -0.15012 1.22308
N: -1.08365 4.47409 0.06682
N: 0.68700 -2.34558 -5.26306
N: 6.01068 -1.98610 5.41708
N: -0.60810 3.30147 0.64951
N: 0.73861 -1.70092 -2.96855
N: -2.32190 5.87273 -0.91707
N: 2.30114 -3.27511 -3.78277
N: 0.42709 0.94973 2.45912
C: -5.46107 -2.01502 -0.94615
C: 0.36518 -0.16046 3.20399
C: -3.17631 0.50653 2.37845
C: 2.52687 -1.90908 0.68198
C: -0.49238 3.13087 -2.90616
C: -2.62848 2.38576 -3.05161
C: -2.09547 4.46410 -4.04828
C: -3.06098 -2.57822 -2.05900
C: 1.43917 -0.68280 3.89835
C: 3.86481 -0.64097 4.44672
C: 2.38794 -2.66872 -1.46359
C: 1.17053 5.50169 -0.36041
C: -5.22299 -0.45664 3.10396
C: 1.77285 -2.53559 -2.81908
C: -4.15805 0.39200 3.35067
C: 1.71716 -3.14521 -4.98236
C: 1.59952 1.58786 2.42940
C: -3.04384 3.49830 -3.76891
C: -5.26987 -1.14071 1.90068
C: -4.20424 -2.99592 -2.72175
C: 3.30397 -3.68124 -1.20445
C: 2.65979 -0.01933 3.84163
C: -0.79032 4.28155 -3.61068
C: 0.24960 -1.64731 -4.21782
C: 5.02650 -2.57177 4.73994
C: -4.25951 -1.66370 -0.33701
C: -2.39817 4.70957 -0.24626
C: 4.84043 0.07309 5.12437
C: -4.24539 -0.95430 0.97807
C: 3.82779 -3.79815 0.07500
C: -5.42996 -2.69300 -2.15427
C: 2.72813 1.15692 3.10728
C: -0.30502 5.46714 -0.47612
C: 5.90379 -0.67645 5.60568
C: 3.42656 -2.89877 1.04710
H: 2.20235 -1.17633 1.41283
H: 3.00502 -4.48183 -5.80743
H: -1.22642 -0.82351 -5.34537
H: -1.32832 2.60182 0.45709
H: -0.02231 5.01617 -3.80581
H: 3.58259 -4.35858 -1.99754
H: 6.70425 -0.20445 6.16646
H: 3.80866 -2.97257 2.05522
H: -1.22703 -0.32346 -3.68316
H: 4.77051 1.13938 5.28927
H: -0.60451 3.40420 1.66196
H: -6.35208 -2.97664 -2.64458
H: -2.07880 -2.77374 -2.47952
H: 1.35889 -1.61895 4.43437
H: 1.47791 5.61911 0.67917
H: 1.82784 -3.80355 -6.90563
H: -6.07730 -1.82903 1.69445
H: -4.07977 0.94767 4.27450
H: -4.12903 -3.52951 -3.65880
H: 1.64308 2.47287 1.80320
H: 1.60058 4.57009 -0.72986
H: -4.07130 3.59245 -4.08716
H: -3.10349 6.37588 -1.29665
H: -6.40507 -1.74704 -0.49308
H: 4.53797 -4.57196 0.33564
H: -2.37181 5.35122 -4.60329
H: 3.66092 1.69757 3.01342
H: 0.51309 2.94192 -2.54563
H: -2.31715 1.15154 2.53517
H: -6.00410 -0.59273 3.84027
H: 1.55142 6.33882 -0.93931
H: -0.59457 -0.66776 3.22435


DFT (the ωB97M-V functional and the def2-TZVPD basis) results for a structure of composition C33H29ClN7O4S4Zr in a non-equilibrium geometry.

The total energy is -4059.0937 Eh. Its net charge is +1. As for the largest force on an atom: 2.2 eV Å⁻¹.

Atoms and positions in Å:
Zr: 0.14859 0.09280 -0.49214
Cl: 4.84335 -0.87666 -5.34370
S: 2.37918 1.85296 -0.69056
S: -0.81904 -1.99828 0.90450
S: 2.96878 -2.13256 -0.13143
S: -1.87549 1.97776 -0.82443
O: -2.18000 3.36688 -0.86573
O: -0.63857 1.58925 -1.58269
O: 2.34305 -3.26833 -0.72097
O: 3.21500 -2.18810 1.28614
N: 1.06199 -0.88061 2.51393
N: 2.09995 -0.71949 -0.43606
N: 1.56891 -2.46213 3.93811
N: 1.02117 0.33102 1.82590
N: -1.51549 1.35174 0.60831
N: 0.60743 -2.86521 3.06835
N: -0.68911 1.78346 3.32068
C: -4.29439 2.43855 3.70171
C: -2.43538 1.69130 1.65769
C: -6.71075 -1.00056 -2.89886
C: 2.61410 0.18471 -4.25196
C: -1.99923 1.89680 3.00604
C: 6.58698 -0.00847 -1.69435
C: 6.72039 -1.38443 -1.55437
C: -2.93279 2.27365 4.01224
C: 5.65265 -2.17022 -1.12942
C: 2.92105 -0.40721 4.15335
C: -4.49352 -0.94950 -1.72708
C: 4.46448 -1.53057 -0.87083
C: -4.14569 1.73801 -2.32653
C: 0.91828 -1.12037 -3.08930
C: -4.70007 2.25719 2.41646
C: 1.65333 -2.27111 -3.39427
C: -5.26504 1.06184 -2.78232
C: -0.34882 -1.16409 -2.31145
C: -1.11628 2.40624 5.58564
C: 2.94079 0.27606 -0.73514
C: 0.29554 -1.93320 2.16930
C: -3.20653 1.05911 -1.56634
C: 2.84972 -2.20276 -4.08434
C: -0.26920 2.03413 4.53762
C: 4.31055 -0.15768 -1.02865
C: -2.45015 2.51219 5.31674
C: -5.46415 -0.28141 -2.47561
C: 3.33478 -0.97040 -4.49668
C: -3.37712 -0.28377 -1.25953
C: 1.41235 0.10478 -3.56476
C: -3.78571 1.88866 1.42002
C: 5.37636 0.62249 -1.44207
C: 1.85077 -1.25382 3.58515
H: 1.94548 0.75008 1.84533
H: 0.82034 1.00271 -3.43556
H: 7.66803 -1.85554 -1.77652
H: -3.15300 2.79431 6.09066
H: -6.00092 1.58910 -3.37564
H: 5.75293 -3.24004 -1.00246
H: -4.98911 2.72029 4.48198
H: 5.25323 1.69080 -1.56423
H: -0.71506 2.59997 6.56982
H: -4.17345 1.76393 0.42549
H: -3.99798 2.78999 -2.53656
H: -7.28018 -0.42213 -3.62341
H: 2.97646 1.13483 -4.62256
H: 3.70721 -0.27937 3.40568
H: -7.34948 -1.17774 -2.03125
H: -0.67133 -2.18954 -2.13356
H: -5.73678 2.40222 2.14341
H: -4.62591 -1.99824 -1.49150
H: -6.47485 -1.97294 -3.33092
H: -2.66938 -0.79853 -0.62748
H: 7.43706 0.57859 -2.01444
H: 3.39353 -3.10490 -4.33253
H: -1.12758 -0.62106 -2.85078
H: 3.34379 -0.91232 5.01738
H: 0.79794 1.94305 4.70883
H: 1.26539 -3.23852 -3.10962
H: 0.33592 0.97963 2.37262
H: 2.55279 0.57244 4.45474
H: 0.26794 -3.81173 3.08676